55
Properties=species:S:1:pos:R:3:forces:R:3:mulliken_spin:R:1 method="wB97M-V/def2-TZVPD" charge=-1 homo_lumo_gap_ev="7.63 / 5.76" spin_multiplicity=2 homo_ev="-5.948 / -5.908" de_lowest_kcal_mol=40.3 energy_ha=-3766.39009
C 2.464057 -2.985238 -3.996106 0.03 -0.04 0.01 0.00
C 3.415844 4.481718 0.306997 0.01 -0.03 0.01 0.00
C 1.664635 -1.676670 -2.124211 0.00 0.01 0.10 0.01
C -2.598989 -2.062507 -1.800835 0.06 0.01 -0.02 0.00
C 3.690366 3.256974 0.966336 0.03 0.04 0.00 0.00
H -2.746026 2.620896 -1.023962 -0.11 -0.07 0.03 0.00
N 3.190783 5.477256 -0.230261 0.00 0.02 0.00 0.00
C 1.078297 -0.780430 -3.026974 -0.03 -0.07 0.17 0.00
O 0.722387 0.984683 -1.442562 -0.59 0.65 0.19 0.10
C 4.792423 3.136467 1.849439 -0.02 -0.01 -0.01 0.00
H -1.085584 2.221680 -0.611862 -0.06 0.11 -0.05 0.00
N -2.430135 1.984072 0.949280 0.22 0.00 0.01 0.00
H 3.010484 -3.845579 -4.362659 0.00 0.00 -0.01 0.00
H -1.105978 2.310479 3.916130 -0.03 -0.01 -0.02 0.00
H 2.816391 -3.479917 -1.945252 -0.01 0.01 0.01 0.00
H -3.337222 1.653698 1.248772 -0.06 0.10 -0.01 0.00
S 1.586857 -1.665280 -0.364054 0.43 -0.42 -0.39 -0.02
H -4.467796 -1.451142 -2.658416 0.00 0.00 -0.01 0.00
C -2.121027 1.922224 -0.471692 0.00 -0.16 0.16 0.01
Cl 3.314255 -2.091334 3.263176 -0.05 0.01 -0.01 0.00
C -2.312519 0.517362 -0.965564 0.18 0.16 -0.08 0.00
C -3.439498 0.154967 -1.673222 0.01 0.04 -0.06 0.00
C 1.875732 -2.097097 -4.891663 -0.01 0.00 -0.03 0.00
O 1.317660 -0.544924 2.048846 -0.20 -0.46 0.40 0.02
H -2.833596 2.405016 3.427864 -0.01 0.02 0.01 0.00
C -3.588639 -1.152174 -2.102888 -0.02 0.01 -0.01 0.00
H 0.711140 -0.298895 -5.063955 0.00 0.00 0.00 0.00
O -0.494940 0.983725 -3.282936 0.07 0.01 -0.11 0.01
F -2.628048 -1.938311 3.367283 -0.09 -0.03 0.04 0.00
F -2.708718 -2.804193 1.232960 -0.04 -0.06 -0.04 0.00
F -3.416599 -0.649026 1.635430 -0.07 0.04 -0.06 0.00
O 0.170891 0.141966 3.874612 0.18 -0.08 0.16 0.01
H -1.998958 0.835363 3.601948 -0.01 0.05 -0.03 0.00
H -0.725441 -2.326734 -0.778745 -0.02 -0.01 0.02 0.00
H -2.664220 -3.098713 -2.097567 -0.01 -0.01 0.02 0.00
C 1.186459 -1.008744 -4.399612 -0.08 0.01 0.01 0.00
C 2.248819 -1.004974 4.161931 0.04 -0.05 0.12 0.00
B -2.514054 -1.674620 2.018027 0.36 0.25 0.10 0.02
C 2.359806 -2.781470 -2.635909 -0.04 0.05 -0.10 0.00
H -4.183839 0.907632 -1.894540 0.00 0.00 0.01 0.00
C -1.889384 1.879089 3.299617 -0.10 0.07 -0.02 0.00
Ir 0.539379 0.207714 0.363925 0.29 0.75 -1.16 0.73
F -1.172253 -1.164859 1.767800 -0.51 -0.25 0.21 0.06
C 1.079866 -0.399858 3.312053 0.00 0.11 -0.33 0.01
Cl 1.568731 -1.880744 5.541030 -0.01 0.05 0.00 0.00
O -0.258417 1.831553 1.545242 0.03 0.08 -0.13 0.00
Cl 3.200675 0.386008 4.732151 0.00 0.00 -0.02 0.00
H 1.958202 -2.257080 -5.958502 0.01 0.01 0.00 0.00
N 2.183401 1.270211 0.527542 0.41 0.06 0.23 -0.02
C 2.861836 2.181751 0.745578 0.00 -0.09 0.11 0.01
C -1.462814 1.888684 1.871005 -0.37 -0.04 0.06 0.01
C 0.342407 0.445523 -2.595147 0.24 -0.22 -0.09 0.00
N 5.693010 3.047221 2.564125 0.01 0.00 0.01 0.00
N -1.356978 -0.374569 -0.666760 0.14 -0.63 0.50 0.02
C -1.503120 -1.638851 -1.073239 -0.19 -0.03 0.09 0.00